1.
Formula: C4H10NO3
Source: the OMol25 dataset
Level of theory: the ωB97M-V functional and the def2-TZVPD basis

Structure (XYZ):
```
18
Properties=species:S:1:pos:R:3:forces:R:3:nbo_charge:R:1
C -0.31877 -0.74930 1.33236 0.082 -0.312 1.138 -0.4400
N -0.00610 -1.30769 0.01380 -0.877 1.211 0.055 -0.4474
C -1.28631 -1.55665 -0.65700 -0.132 -0.642 0.620 -0.4197
C 0.77277 -0.34305 -0.80174 0.226 -0.367 0.426 -0.3425
C 0.02784 0.92374 -1.29380 1.059 0.618 -1.541 0.7337
O 0.19982 1.14554 -2.52330 -0.404 -0.193 0.610 -0.7689
O -0.53308 1.68254 -0.46757 -0.039 -0.225 0.460 -0.8121
H -0.65635 0.29566 1.37873 0.794 0.028 -0.407 0.2269
H 0.49603 -1.00199 2.02629 0.161 0.698 -0.195 0.1799
H -1.16232 -1.23130 1.82526 -0.281 -0.745 -0.424 0.1713
H -1.09135 -1.94799 -1.64965 -0.146 -0.109 -0.192 0.1927
H -1.98511 -0.70861 -0.71934 0.436 0.280 -0.121 0.1832
H -1.81519 -2.29368 -0.03003 0.122 -0.115 -0.470 0.1739
H 1.67177 -0.00591 -0.26249 -0.346 -0.071 0.358 0.1877
H 1.19687 -0.88392 -1.64869 -0.400 0.030 -0.226 0.1957
H 2.25166 2.73083 1.13303 0.544 0.100 0.103 0.4477
H 0.85001 2.46753 0.80811 -1.233 -0.376 -0.530 0.5058
O 1.38779 2.78424 1.53603 0.435 0.191 0.336 -0.9680
```
Forces are in eV/Å.

Its HOMO energy is -4.1 eV. The value obtained for the total energy is -438.933881 Eh. The value obtained for the molar mass is 120.128 g mol⁻¹. The frontier orbital gap comes out at 8.05 eV. The charge is -1. As for the energy above the lowest of the compared OMol25 structures with the same formula, charge and spin: 32.2 kcal/mol. Its LUMO energy is 3.948 eV.


2.
Formula: C4H10NO3
Source: the OMol25 dataset
Level of theory: the ωB97M-V functional and the def2-TZVPD basis

Structure (XYZ):
```
18
Properties=species:S:1:pos:R:3:forces:R:3:nbo_charge:R:1
O 1.59876 0.88243 -1.58881 -0.237 -0.151 0.193 -0.6897
C 0.53811 0.81682 -0.95963 -0.376 0.386 0.087 0.6704
N -0.49246 0.01174 -1.29002 0.218 -0.430 0.219 -0.6606
C -1.66996 -0.45316 -0.39344 0.890 -0.210 -0.312 0.1545
O -1.54482 -1.72256 -0.04613 -0.387 -0.134 0.349 -0.9182
C 0.36174 1.67035 0.30195 0.440 -0.470 -0.038 -0.5040
C 0.77997 0.80037 1.48732 -0.476 -0.842 0.815 -0.6126
H -0.18058 -0.79546 -1.82243 -0.062 0.156 -0.337 0.4005
H -2.53676 -0.27611 -1.05027 -0.300 0.341 0.186 0.0962
H -1.62538 0.25310 0.45314 -0.515 0.187 -0.082 0.0906
H 1.06994 2.48155 0.23258 0.178 0.356 -0.212 0.2100
H -0.63797 2.08996 0.42472 0.032 -0.180 -0.014 0.2074
H 0.90359 1.36296 2.41144 0.168 0.315 -0.015 0.1901
H 1.70003 0.23122 1.31371 0.037 0.405 -0.214 0.2110
H 0.04684 0.02121 1.75444 -0.011 0.256 -0.418 0.2266
H -0.23863 -2.54200 -0.28570 0.349 0.446 -0.293 0.5105
H 1.23297 -2.04014 -0.34123 -0.039 0.002 0.008 0.4461
O 0.69462 -2.79228 -0.60164 0.091 -0.432 0.079 -1.0291
```
Forces are in eV/Å.

Its HOMO energy is -4.0 eV. The value obtained for the total energy is -438.934581 Eh. The value obtained for the molar mass is 120.128 g mol⁻¹. The frontier orbital gap comes out at 7.84 eV. The charge is -1. As for the energy above the lowest of the compared OMol25 structures with the same formula, charge and spin: 31.8 kcal/mol. Its LUMO energy is 3.884 eV.


3.
Formula: C4H10NO3
Source: the OMol25 dataset
Level of theory: the ωB97M-V functional and the def2-TZVPD basis

Structure (XYZ):
```
18
Properties=species:S:1:pos:R:3:forces:R:3:nbo_charge:R:1
O -1.15610 2.22702 -0.72509 0.941 -0.555 2.615 -0.6261
C -0.71431 1.96838 0.40399 -1.112 0.252 -1.830 0.8203
O 0.41817 2.54754 0.86963 0.052 -0.194 -0.009 -0.7008
C -1.40726 1.02466 1.41900 0.875 -0.319 -1.106 -0.7526
H 0.91038 2.95494 0.12829 -0.575 -0.327 0.212 0.4961
H -1.16064 -0.04175 1.04995 -0.343 1.655 0.446 0.3014
H -2.48365 1.22402 1.28355 0.431 -0.267 0.376 0.2226
H -1.02787 1.18361 2.45152 -0.404 -0.066 -0.731 0.2158
C 0.03298 -2.30963 -0.68731 -1.120 0.435 -0.023 -0.4328
N -0.00825 -0.84406 -0.88440 0.775 -0.896 -1.217 -0.7076
C 1.42074 -0.38850 -0.46633 -0.290 -0.412 -0.836 0.1354
O 2.39886 -1.10168 -0.98630 0.189 0.264 -0.042 -0.9357
H 0.90418 -2.78496 -1.13965 0.022 0.043 0.037 0.2093
H -0.90806 -2.74554 -1.05975 0.208 -0.064 -0.004 0.1533
H 0.04295 -2.45444 0.39000 0.172 -0.346 0.283 0.1617
H -0.03346 -0.74518 -1.94361 0.197 0.217 1.647 0.3278
H 1.40730 -0.38417 0.64066 -0.328 -0.169 0.510 0.0563
H 1.36405 0.66973 -0.74413 0.311 0.750 -0.328 0.0555
```
Forces are in eV/Å.

Its HOMO energy is -2.6 eV. The value obtained for the total energy is -438.876347 Eh. The value obtained for the molar mass is 120.128 g mol⁻¹. The frontier orbital gap comes out at 6.12 eV. The charge is -1. As for the energy above the lowest of the compared OMol25 structures with the same formula, charge and spin: 68.3 kcal/mol. Its LUMO energy is 3.508 eV.


4.
Formula: C4H10NO3
Source: the OMol25 dataset
Level of theory: the ωB97M-V functional and the def2-TZVPD basis

Structure (XYZ):
```
18
Properties=species:S:1:pos:R:3:forces:R:3:nbo_charge:R:1
O 0.02063 -0.70583 2.62672 -0.126 2.287 -0.152 -0.6565
C 0.55403 -0.68567 1.51404 0.160 -2.283 0.457 0.5826
O 0.99153 -1.97235 1.13837 1.214 -1.912 -1.384 -0.8248
C 0.60174 0.25239 0.33947 -1.891 1.252 0.736 -0.2217
C -0.71611 0.42300 -0.64403 0.543 -3.465 0.784 0.0985
C -2.02958 0.68993 0.09679 0.464 -0.397 1.357 -0.6462
O -0.32728 1.27159 -1.66709 -1.241 2.068 -1.682 -0.7529
N 1.82998 -0.17405 -0.67450 1.891 -0.733 -0.568 -0.8786
H 1.10753 -2.69946 1.83013 -0.804 2.293 -0.840 0.5118
H 0.79464 1.28495 0.74798 -0.248 -0.995 -0.507 0.2382
H -0.96473 -0.57984 -1.14174 0.753 0.738 0.802 0.1484
H -2.28666 -0.15219 0.83043 0.653 1.186 -1.027 0.2489
H -2.78188 0.68723 -0.65085 -0.952 -0.113 -0.800 0.2030
H -2.14126 1.64702 0.61096 0.472 -0.023 0.137 0.2148
H -1.10444 1.59574 -2.23820 1.553 -0.847 1.422 0.4814
H 1.73832 0.10921 -1.70120 -0.362 -0.113 1.237 0.4073
H 1.93743 -1.26390 -0.67217 -0.224 2.233 0.421 0.4521
H 2.77610 0.27223 -0.34510 -1.854 -1.175 -0.390 0.3937
```
Forces are in eV/Å.

Its HOMO energy (alpha / beta) is -3.9 / -9.1 eV. The value obtained for the total energy is -438.731877 Eh. The spin multiplicity is 2. The value obtained for the molar mass is 120.128 g mol⁻¹. The frontier orbital gap (alpha / beta) comes out at 4.50 / 9.44 eV. The charge is 0. As for the energy above the lowest of the compared OMol25 structures with the same formula, charge and spin: 72.6 kcal/mol. Its LUMO energy (alpha / beta) is 0.580 / 0.297 eV.


5.
Formula: C4H10NO4S2
Source: the OMol25 dataset
Level of theory: the ωB97M-V functional and the def2-TZVPD basis

Structure (XYZ):
```
21
Properties=species:S:1:pos:R:3:forces:R:3:nbo_charge:R:1
C 0.02200 2.26809 -1.05933 0.061 -0.075 -0.013 -0.6081
C -0.84629 1.03370 -1.28293 0.031 -0.005 -0.010 -0.4059
C -1.61669 0.62508 -0.02220 0.103 0.083 0.033 -0.3951
C -0.78531 -0.20267 0.95243 -0.053 0.078 -0.116 -0.6867
S -0.30137 -1.82405 0.31745 -0.062 0.183 0.056 2.3106
O -0.37681 -2.71133 1.46721 0.093 0.012 -0.015 -1.0048
O -1.16426 -2.12111 -0.80257 -0.031 -0.043 0.083 -0.9825
N 1.17615 -1.67491 -0.23501 0.080 -0.180 -0.090 -1.2551
S 2.39099 -1.52262 0.76611 -0.048 0.092 0.022 2.1659
O 2.50876 -0.17152 1.28689 -0.017 -0.060 0.062 -1.0089
O 3.58345 -2.09935 0.19462 -0.040 0.061 -0.043 -0.9796
H -0.58385 3.14479 -0.81331 0.002 -0.007 0.018 0.1818
H 0.73001 2.09791 -0.24507 -0.010 0.018 0.010 0.2164
H 0.61125 2.50088 -1.94840 -0.017 0.025 -0.004 0.2014
H -1.54866 1.20949 -2.10229 -0.018 0.073 0.031 0.1876
H -0.20910 0.20918 -1.60344 -0.051 -0.053 -0.015 0.2329
H -1.91455 1.53667 0.51129 -0.104 -0.020 -0.032 0.1856
H -2.52999 0.08772 -0.27778 0.060 -0.080 -0.040 0.2162
H -1.32787 -0.41297 1.87363 -0.037 0.030 -0.017 0.2289
H 0.13961 0.31992 1.20034 0.045 -0.114 0.099 0.2512
H 2.04254 -2.29290 1.82237 0.014 -0.019 -0.020 -0.0518
```
Forces are in eV/Å.

Its HOMO energy is -5.8 eV. The value obtained for the total energy is -1310.557289 Eh. The value obtained for the molar mass is 200.261 g mol⁻¹. The frontier orbital gap comes out at 9.37 eV. The charge is -1. As for the energy above the lowest of the compared OMol25 structures with the same formula, charge and spin: 0.0 kcal/mol. Its LUMO energy is 3.596 eV.


Q: Look up the charge of the third one.
A: -1